Here is C9H43InO14 as an isolated structure at a distorted geometry from the Open Molecules 2025 dataset. Energies are from ωB97M-V/def2-TZVPD.

Each line ends with the Mulliken charge.
Positions of all 67 atoms, in Å:
1 In 1.048 1.569 0.853  2.253
2 C 2.236 -1.436 3.132  -1.125
3 C 1.873 -0.069 3.573  0.719
4 C 3.074 0.808 3.831  -1.429
5 O 1.211 0.526 2.427  -0.554
6 H 2.950 -1.503 2.275  0.190
7 H 1.360 -1.969 2.760  0.197
8 H 2.807 -2.038 3.903  0.398
9 H 1.226 -0.192 4.484  0.143
10 H 3.720 0.814 2.974  0.264
11 H 3.635 0.587 4.784  0.370
12 H 2.817 1.874 3.817  0.333
13 C 2.278 4.612 -1.185  -1.152
14 C 0.935 4.034 -1.437  0.091
15 C 0.699 3.729 -2.884  -1.284
16 O 0.858 2.889 -0.717  -0.506
17 H 2.463 4.897 -0.134  0.242
18 H 2.382 5.535 -1.660  0.490
19 H 3.081 3.930 -1.424  0.189
20 H 0.028 4.546 -1.167  0.315
21 H 0.670 4.693 -3.406  0.457
22 H -0.206 3.151 -3.140  0.268
23 H 1.529 3.164 -3.376  0.337
24 C -0.948 -1.819 -0.272  -1.335
25 C 0.423 -1.271 -0.185  0.649
26 C 1.284 -1.868 -1.291  -1.399
27 O 0.469 0.108 -0.395  0.423
28 H -1.643 -1.413 0.469  -0.599
29 H -1.065 -2.891 -0.120  0.818
30 H -1.386 -1.511 -1.157  0.863
31 H 0.844 -1.536 0.759  -0.489
32 H 0.653 -2.083 -2.137  0.446
33 H 1.841 -2.716 -0.846  0.340
34 H 2.102 -1.132 -1.437  0.081
35 O -3.333 -3.712 -0.677  -0.604
36 H -2.965 -3.552 0.206  0.327
37 H -4.029 -4.298 -0.524  0.241
38 O -3.814 -1.324 -1.835  -0.590
39 H -3.673 -2.293 -1.742  0.317
40 H -4.656 -1.336 -2.346  0.245
41 O -0.072 0.461 -3.678  -0.690
42 H -0.091 0.065 -2.788  0.128
43 H -0.735 -0.036 -4.197  0.279
44 O -0.904 1.957 1.071  -0.471
45 H -1.536 2.602 1.375  0.290
46 H -1.419 1.440 0.429  0.273
47 O -2.732 -3.485 2.006  -0.691
48 H -2.289 -2.678 2.353  0.401
49 H -2.124 -4.105 2.374  0.283
50 O -1.626 -3.436 -2.808  -0.730
51 H -2.202 -3.581 -2.061  0.416
52 H -0.818 -3.144 -2.424  0.366
53 O -2.662 0.847 -0.488  -0.568
54 H -3.054 0.030 -0.835  0.128
55 H -3.449 1.392 -0.432  0.269
56 O -1.249 -1.508 2.923  -0.743
57 H -0.643 -1.937 3.543  0.367
58 H -0.747 -1.298 2.205  0.141
59 O 2.979 1.253 0.345  -0.597
60 H 3.071 1.057 -0.588  0.138
61 H 3.717 1.898 0.517  0.379
62 O 3.014 1.424 -2.519  -0.719
63 H 2.377 2.112 -2.620  0.111
64 H 2.947 0.862 -3.337  0.284
65 O -4.218 -0.658 2.027  -0.597
66 H -4.842 -0.768 1.275  0.330
67 H -3.470 -0.271 1.581  0.283

## Properties
HOMO energy in eV: -8.244
Relative energy (zero: lowest compared OMol25 entry of this formula, charge and spin) in eV: 0.000
Multiplicity: 1
Total charge: 0
E_LUMO in Eh: -0.00061
Orbital gap in eV: 8.23
Energy in eV: -43867.7138

=====

Here is a 13-piece molecular cluster, C9H44O16 overall at a distorted geometry from the Open Molecules 2025 dataset. Energies are from ωB97M-V/def2-TZVPD.

Each line ends with the Mulliken charge.
Positions of all 69 atoms, in Å:
1 O -3.103 -4.528 -2.198  -0.645
2 H -2.601 -4.481 -1.385  0.319
3 H -3.612 -3.718 -2.213  0.312
4 O -5.181 -1.324 -3.185  -0.613
5 H -5.416 -0.852 -2.386  0.323
6 H -5.971 -1.289 -3.725  0.293
7 O -3.554 3.127 -4.864  -0.605
8 H -4.376 3.502 -5.179  0.302
9 H -3.431 3.511 -3.996  0.315
10 O 2.019 -3.799 4.964  -0.623
11 H 1.825 -2.862 4.934  0.307
12 H 1.923 -4.035 5.887  0.317
13 O 2.075 -5.457 0.026  -0.617
14 H 1.693 -4.884 0.691  0.299
15 H 1.718 -5.135 -0.801  0.317
16 O -1.881 -0.132 -6.157  -0.618
17 H -2.294 -0.142 -5.293  0.297
18 H -2.534 0.270 -6.730  0.315
19 O -4.912 1.069 0.134  -0.628
20 H -4.012 1.109 -0.191  0.344
21 H -4.909 1.620 0.917  0.280
22 O -4.137 5.467 -0.909  -0.622
23 H -3.222 5.722 -0.791  0.314
24 H -4.325 4.897 -0.163  0.309
25 O -0.153 2.777 -6.461  -0.652
26 H -0.269 1.855 -6.692  0.332
27 H -0.948 3.005 -5.980  0.317
28 C -0.494 0.486 -1.426  -0.581
29 C 0.416 -0.243 -0.347  -0.310
30 O -0.217 -0.521 0.927  -0.526
31 O -1.155 1.614 -0.828  -0.407
32 H -1.157 -0.206 -1.946  0.368
33 H 0.125 0.710 -2.295  0.247
34 H 1.336 0.307 -0.147  0.383
35 H 0.740 -1.202 -0.751  0.260
36 H 0.528 -0.506 1.533  0.316
37 H -0.405 2.176 -0.619  0.248
38 C -2.720 -6.484 1.829  -0.532
39 C -2.293 -5.071 2.378  -0.229
40 O -2.203 -4.234 1.252  -0.426
41 O -2.538 -7.587 2.708  -0.530
42 H -2.385 -6.815 0.846  0.352
43 H -3.779 -6.292 1.658  0.265
44 H -1.423 -5.010 3.032  0.315
45 H -3.070 -4.795 3.090  0.248
46 H -1.874 -3.354 1.451  0.234
47 H -1.602 -7.802 2.710  0.312
48 C 1.501 5.191 1.026  -0.286
49 C 2.146 6.656 1.258  -0.515
50 O 1.394 7.703 0.963  -0.488
51 O 1.622 4.762 -0.340  -0.524
52 H 0.449 5.158 1.309  0.234
53 H 1.998 4.473 1.678  0.316
54 H 3.103 6.777 0.750  0.274
55 H 2.323 6.974 2.285  0.336
56 H 1.782 8.359 1.547  0.346
57 H 1.359 5.504 -0.889  0.310
58 C 6.228 0.524 2.973  -1.642
59 C 5.085 0.190 2.000  0.664
60 C 5.403 -1.168 1.286  -1.207
61 O 3.967 -0.013 2.821  -0.522
62 H 5.973 1.405 3.564  0.414
63 H 7.133 0.712 2.395  0.419
64 H 6.479 -0.254 3.694  0.414
65 H 4.927 0.993 1.280  0.193
66 H 5.647 -2.024 1.915  0.296
67 H 6.373 -0.975 0.828  0.378
68 H 4.589 -1.457 0.621  0.288
69 H 4.277 0.044 3.727  0.305

## Properties
HOMO energy in eV: -10.167
Multiplicity: 1
Total charge: 0
E_LUMO in Eh: -0.00222
Orbital gap in eV: 10.11
Energy in eV: -42802.4686

=====

Here is C9H4Cl2MoNO5S as an isolated structure from the Open Molecules 2025 dataset. Energies are from ωB97M-V/def2-TZVPD.

Each line ends with the Mulliken charge.
Positions of all 23 atoms, in Å:
1 Mo 0.973 0.426 -2.186  1.867
2 Cl 2.636 3.295 1.761  0.064
3 C 1.506 2.097 1.867  0.199
4 C 0.882 1.753 3.030  -0.679
5 C -0.100 0.735 3.063  0.926
6 Cl -0.795 0.370 4.502  0.053
7 C -0.520 -0.010 1.853  0.243
8 C -1.510 -1.001 1.833  -0.435
9 C -1.808 -1.617 0.631  -0.833
10 C -1.113 -1.255 -0.522  -0.317
11 N -0.157 -0.310 -0.503  -0.430
12 C 0.118 0.302 0.670  0.033
13 C 1.157 1.362 0.606  1.464
14 O 1.718 1.595 -0.474  -0.791
15 H 1.132 2.266 3.952  0.515
16 H -2.039 -1.287 2.735  0.498
17 H -2.571 -2.384 0.581  0.457
18 H -1.317 -1.731 -1.472  0.517
19 O 1.426 -1.131 -5.754  -0.267
20 S 0.455 -1.522 -4.820  1.143
21 O -0.841 -2.003 -5.052  -0.258
22 O -0.059 1.419 -2.902  -0.448
23 O 0.827 -1.369 -3.399  -0.523

## Properties
HOMO energy in eV: -20.539
Multiplicity: 1
Total charge: +3
E_LUMO in Eh: -0.53527
Orbital gap in eV: 5.97
Energy in eV: -58827.2389

=====

Here is C9H4Cl2NOSbSe4Tc as an isolated structure at a distorted geometry from the Open Molecules 2025 dataset. Energies are from ωB97M-V/def2-TZVPD.

Each line ends with the Mulliken charge.
Positions of all 23 atoms, in Å:
1 Tc 1.351 -1.400 -0.870  0.855
2 Cl -1.117 -2.006 3.334  0.013
3 C -1.050 -0.615 2.452  0.196
4 C -1.801 0.483 2.739  -0.669
5 C -1.673 1.675 1.976  0.893
6 Cl -2.569 2.970 2.427  0.013
7 C -0.745 1.799 0.847  0.297
8 C -0.496 2.969 0.125  -0.448
9 C 0.471 2.950 -0.870  -0.686
10 C 1.149 1.774 -1.154  -0.523
11 N 0.897 0.636 -0.472  -0.396
12 C -0.026 0.671 0.510  0.655
13 C -0.127 -0.562 1.290  0.862
14 O 0.632 -1.496 0.993  -0.717
15 H -2.494 0.456 3.571  0.510
16 H -1.032 3.884 0.349  0.480
17 H 0.702 3.844 -1.434  0.454
18 H 1.894 1.720 -1.937  0.522
19 Se -0.427 -5.882 -1.712  -0.131
20 Sb 0.854 -4.898 -3.328  1.071
21 Se 3.240 -2.439 -1.136  0.020
22 Se 0.106 -1.971 -2.609  -0.174
23 Se 2.262 -4.560 -5.091  -0.098

## Properties
HOMO energy (alpha / beta) in eV: -18.031 / -18.031
Relative energy (zero: lowest compared OMol25 entry of this formula, charge and spin) in eV: 0.000
Multiplicity: 1
Total charge: +3
E_LUMO (alpha / beta) in Eh: -0.49490 / -0.49514
Orbital gap (alpha / beta) in eV: 4.56 / 4.56
Energy in eV: -308069.8555

=====

Here is C9H4ClINOScSe4 as an isolated structure at a distorted geometry from the Open Molecules 2025 dataset. Energies are from ωB97M-V/def2-TZVPD.

Each line ends with the Mulliken charge.
Positions of all 22 atoms, in Å:
1 Sc 1.241 -2.127 -0.652  0.799
2 Se -0.322 -3.955 -1.596  -0.361
3 Se 1.458 -4.239 -3.158  -0.101
4 Se 3.369 -4.159 -1.844  -0.077
5 Se 3.695 -1.836 -1.380  -0.365
6 Cl -1.958 3.391 2.104  -0.248
7 C -1.109 1.921 1.798  0.460
8 C -0.670 1.160 2.855  -0.461
9 C 0.016 -0.030 2.632  -0.548
10 I 0.698 -1.209 4.231  0.093
11 C 0.283 -0.496 1.350  1.003
12 O 0.924 -1.614 1.120  -0.706
13 C -0.172 0.298 0.245  0.420
14 N 0.104 -0.175 -1.010  -0.138
15 C -0.311 0.536 -2.046  -0.299
16 C -1.008 1.743 -1.923  -0.773
17 C -1.288 2.231 -0.672  -0.525
18 C -0.875 1.514 0.465  0.143
19 H -0.855 1.483 3.867  0.421
20 H -0.083 0.136 -3.029  0.432
21 H -1.314 2.272 -2.812  0.396
22 H -1.823 3.158 -0.545  0.435

## Properties
HOMO energy in eV: -7.975
Relative energy (zero: lowest compared OMol25 entry of this formula, charge and spin) in eV: 0.081
Multiplicity: 1
Total charge: 0
E_LUMO in Eh: -0.04540
Orbital gap in eV: 6.74
Energy in eV: -315649.0716

=====

Here is C9H4N10O5W as an isolated structure at a distorted geometry from the Open Molecules 2025 dataset. Energies are from ωB97M-V/def2-TZVPD.

Each line ends with the Mulliken charge.
Positions of all 29 atoms, in Å:
1 W 0.030 0.566 -0.267  1.622
2 O 0.986 -1.367 5.495  -0.498
3 C 0.679 -0.952 4.260  1.023
4 C -0.130 0.165 4.017  -0.398
5 C -0.370 0.496 2.706  0.150
6 N 0.149 -0.223 1.728  -0.172
7 C 0.888 -1.303 1.929  0.332
8 C 1.188 -1.719 3.201  -0.569
9 C 1.270 -1.936 0.611  0.335
10 O 1.924 -2.921 0.495  -0.519
11 O 0.723 -1.248 -0.427  -0.640
12 C -1.237 1.607 2.166  0.357
13 O -1.835 2.363 2.869  -0.549
14 O -1.289 1.575 0.822  -0.662
15 H 0.609 -0.781 6.161  0.307
16 H -0.559 0.755 4.816  0.451
17 H 1.788 -2.597 3.391  0.552
18 N 2.092 2.670 -2.217  -0.098
19 C 2.280 2.612 -0.857  0.578
20 N 3.198 3.288 -0.210  -0.512
21 N 3.044 2.926 1.090  -0.553
22 N 2.095 2.087 1.236  -0.366
23 N 1.570 1.844 -0.007  0.088
24 C 1.149 1.894 -2.848  0.390
25 N 1.129 1.552 -4.106  -0.423
26 N 0.005 0.770 -4.218  -0.390
27 N -0.598 0.681 -3.114  -0.192
28 N 0.087 1.411 -2.152  0.094
29 H 2.849 3.051 -2.761  0.262

## Properties
HOMO energy (alpha / beta) in eV: -9.222 / -9.555
Relative energy (zero: lowest compared OMol25 entry of this formula, charge and spin) in eV: 0.000
Multiplicity: 3
Total charge: 0
E_LUMO (alpha / beta) in Eh: -0.05734 / -0.07498
Orbital gap (alpha / beta) in eV: 7.66 / 7.51
Energy in eV: -36361.7383

=====

Look up the multiplicity of the sixth one.
3

=====

Which of these has the highest multiplicity?
C9H4N10O5W